No. 1
The following is a quantum chemistry calculation of C12H12N4OPtS7 as an isolated structure, from the Open Molecules 2025 dataset.

XYZ file:
```
37
C12H12N4OPtS7 ωB97M-V with the def2-TZVPD basis set
Pt 0.6197 0.5916 -0.2180
C 1.7449 2.1712 2.8946
C 0.8892 0.9647 3.0358
N 0.3666 0.3054 2.0526
C -0.3964 -0.7657 2.4577
C -0.4519 -0.9252 3.8068
S 0.4740 0.2891 4.5844
C -1.0196 -1.6059 1.4404
C -1.7805 -2.7144 1.6505
S -2.2430 -3.4012 0.1524
C -1.3774 -2.1469 -0.6873
N -0.8214 -1.2981 0.1155
C -1.2954 -2.1263 -2.1723
H 1.8847 2.3782 1.8348
H 2.7190 2.0092 3.3570
H 1.2792 3.0348 3.3703
H -0.9701 -1.6799 4.3750
H -2.0677 -3.1624 2.5876
H -1.8815 -2.9364 -2.6032
H -0.2555 -2.2258 -2.4862
H -1.6376 -1.1713 -2.5673
O 5.4900 0.3193 -5.0525
C 4.6498 0.4060 -4.1998
S 4.9837 0.3252 -2.4645
C 3.3210 0.4778 -1.9067
C 2.3612 0.5948 -2.8767
S 0.6885 0.7807 -2.6019
S 2.9170 0.5694 -4.5420
S 3.0414 0.4807 -0.2276
N -2.6364 1.3217 -1.5702
C -2.3322 1.5833 -0.2877
N -3.0923 1.0033 0.6599
S -1.0673 2.6123 0.1243
H -3.3070 0.6138 -1.8177
H -1.9788 1.6248 -2.2700
H -3.8922 0.4343 0.4392
H -2.9260 1.2680 1.6131
```

## Properties
Lowest unoccupied orbital energy (spin up / spin down): -0.178 / -0.988 eV
Kohn-Sham gap (spin up / spin down): 5.89 / 5.97 eV
Energy above the lowest of the compared OMol25 structures with the same formula, charge and spin: 0.093 eV
⟨S²⟩: 2.0209
Electronic energy: -3665.4363 Ha
Multiplicity: 3
Charge: 0

---

No. 2
The following is a quantum chemistry calculation of C12H12NNaO7P2 as an isolated structure in a non-equilibrium geometry, from the Open Molecules 2025 dataset.

XYZ file:
```
35
C12H12NNaO7P2 ωB97M-V with the def2-TZVPD basis set
Na -0.7431 -0.2304 -0.3215
N 2.0885 0.0781 0.2272
C 2.9957 1.0905 0.1060
C 4.3482 0.7891 -0.1190
C 5.2954 1.7872 -0.2887
C 4.9111 3.1203 -0.2443
C 3.5663 3.4196 -0.0239
C 2.5844 2.4525 0.1620
C 1.1543 2.8744 0.4027
C 0.9650 3.9953 1.2263
C -0.2993 4.5335 1.4187
C -1.3797 3.9388 0.7756
C -1.1728 2.8059 -0.0083
C 0.0840 2.2003 -0.2333
H 2.3752 -0.8703 0.3936
H 1.1741 0.3286 0.5563
H 4.6414 -0.2558 -0.1624
H 6.3315 1.5187 -0.4642
H 5.6347 3.9141 -0.3880
H 3.2547 4.4589 -0.0123
H 1.8149 4.4389 1.7386
H -0.4402 5.3859 2.0734
H -2.3812 4.3353 0.9163
H -2.0626 2.3507 -0.4486
O -4.2387 -1.0664 1.8933
P -2.7245 -0.9693 1.3023
O -1.8852 -0.2081 2.2563
O -2.8163 -0.4811 -0.1297
O -2.3140 -2.5362 1.2295
P -1.1814 -3.0692 0.1210
O -1.9945 -2.7284 -1.2504
O -0.9874 -4.5232 0.2957
O -0.0341 -2.0950 0.2155
H -4.1710 -0.7706 2.8045
H -2.4182 -1.8508 -0.9984
```

## Properties
Lowest unoccupied orbital energy: 4.379 eV
Kohn-Sham gap: 5.67 eV
Electronic energy: -1891.3040 Ha
Multiplicity: 1
Charge: -2

---

No. 3
The following is a quantum chemistry calculation of an isolated ion of composition C12H12NO2 and charge +1 in a non-equilibrium geometry, from the Open Molecules 2025 dataset.

XYZ file:
```
27
C12H12NO2 ωB97M-V with the def2-TZVPD basis set
C 3.0955 0.2359 0.0741
C 2.4098 0.0973 -1.1171
C 2.5962 -0.2182 1.2573
C 1.1592 -0.4637 -1.2345
C 1.2796 -0.8061 1.2081
C 0.5956 -0.8376 -0.0438
C -1.4207 0.6086 -1.3277
C -1.5279 1.3128 -0.1692
C -1.4953 -0.9435 -1.1534
C -1.3537 0.6983 1.1160
C -1.5401 2.8101 -0.1621
C -1.2361 -2.3397 0.7766
N -0.7321 -1.2908 -0.0615
O -2.1285 -1.6823 -1.8509
O -1.2948 0.5982 2.2499
H 4.0237 0.7653 -0.1233
H 2.7779 0.6496 -2.0148
H 3.2119 -0.3649 2.1817
H 0.8033 -0.7262 -2.1842
H 0.8441 -1.0656 2.1216
H -1.5336 1.1333 -2.2731
H -1.1453 3.0838 0.8030
H -2.5513 3.2708 -0.2719
H -0.8895 3.2538 -0.9786
H -1.3208 -2.0312 1.9028
H -2.1412 -2.6557 0.3499
H -0.4858 -3.0924 0.9250
```

## Properties
Lowest unoccupied orbital energy: -5.907 eV
Kohn-Sham gap: 6.76 eV
Energy above the lowest of the compared OMol25 structures with the same formula, charge and spin: 0.443 eV
Electronic energy: -669.3534 Ha
Multiplicity: 1
Charge: +1